C21H28N4O in the gas phase. Source: the Open Molecules 2025 dataset; level of theory: ωB97M-V/def2-TZVPD.

```
54
Properties=species:S:1:pos:R:3:forces:R:3:lowdin_charge:R:1
O 3.62427 1.66173 -2.54197 0.245 0.240 -0.309 0.058
C 3.06435 0.85174 -1.83380 -0.060 -0.633 -0.054 -0.477
C 3.13412 -0.66379 -2.12659 0.480 0.481 0.018 -0.029
N 1.87195 -1.31502 -1.93580 -0.424 -0.376 -0.154 -0.154
C 1.04881 -1.83345 -2.87111 -0.209 -0.046 0.181 0.009
C -0.07653 -2.28287 -2.21472 0.202 0.089 -0.070 -0.163
C 0.15919 -1.98290 -0.86207 0.216 0.059 -0.405 -0.241
N 1.33604 -1.39501 -0.71187 0.093 -0.212 0.568 0.110
C -0.80129 -2.26792 0.23554 0.021 -0.027 0.171 -0.127
C -1.84117 -3.27487 -0.25809 -0.084 0.228 0.019 -0.186
C -2.39473 -2.85620 -1.62057 0.046 -0.258 -0.043 -0.194
C -1.31396 -2.95629 -2.70033 -0.101 0.000 -0.110 -0.151
N 2.37268 1.13457 -0.72437 -0.321 0.085 0.511 0.107
C 2.11110 2.48923 -0.28912 0.164 0.404 -0.125 -0.302
C 0.73580 2.97631 -0.76336 0.016 -0.188 -0.011 -0.111
C -0.39678 2.32575 0.02946 0.103 0.258 -0.224 -0.187
N -0.20367 2.62249 1.43225 -0.067 0.035 0.084 -0.162
C -1.38353 2.49419 2.26739 0.044 0.033 -0.026 -0.150
C -1.98748 1.11280 2.38430 0.014 0.068 -0.011 -0.211
C -3.02963 0.72273 1.55141 0.025 0.015 0.010 -0.051
C -3.61171 -0.52624 1.68254 -0.092 -0.057 -0.039 -0.096
C -3.15347 -1.40731 2.64749 -0.051 -0.059 0.009 -0.110
C -2.10116 -1.03815 3.46759 0.022 -0.095 0.065 -0.083
C -1.52453 0.21287 3.33695 0.000 0.026 -0.039 -0.044
C 0.99043 1.96926 1.92186 0.259 0.216 0.025 -0.193
C 2.20679 2.59165 1.23371 -0.045 -0.169 -0.041 -0.117
H 3.87460 -1.09850 -1.44609 -0.086 -0.023 -0.132 0.136
H 3.46682 -0.80408 -3.15576 -0.083 0.050 0.145 0.132
H 1.31534 -1.84768 -3.90854 0.105 0.017 -0.231 0.128
H -0.27488 -2.64453 1.11476 -0.014 0.048 0.014 0.122
H -1.29860 -1.33838 0.52915 -0.001 -0.030 0.054 0.092
H -2.65151 -3.34354 0.46892 0.020 -0.073 0.022 0.095
H -1.38059 -4.26152 -0.34653 -0.017 -0.087 0.031 0.119
H -3.24186 -3.48959 -1.89068 -0.038 0.066 -0.010 0.109
H -2.75044 -1.82510 -1.55670 -0.070 0.057 -0.012 0.116
H -1.65778 -2.50191 -3.63272 -0.020 -0.079 0.000 0.115
H -1.09940 -4.01009 -2.90809 -0.098 0.010 -0.036 0.118
H 1.89639 0.36542 -0.25646 0.151 0.083 -0.127 0.094
H 2.88727 3.10524 -0.75831 -0.153 -0.078 0.134 0.145
H 0.68412 4.05574 -0.61781 -0.054 0.059 -0.017 0.120
H 0.62269 2.76388 -1.82746 0.043 0.026 -0.048 0.119
H -1.35074 2.74964 -0.29256 -0.024 -0.073 -0.015 0.121
H -0.42275 1.23804 -0.16643 -0.073 0.011 -0.004 0.119
H -1.10672 2.85036 3.26466 -0.088 0.011 -0.041 0.124
H -2.13419 3.17945 1.86056 0.004 -0.035 0.101 0.123
H -3.40102 1.41063 0.80452 -0.039 0.092 -0.061 0.110
H -4.42909 -0.80957 1.03507 -0.075 -0.026 -0.051 0.106
H -3.61631 -2.37642 2.76273 -0.033 -0.085 0.002 0.103
H -1.73631 -1.72242 4.21967 0.027 -0.058 0.066 0.104
H -0.71761 0.50146 3.99534 0.084 0.048 0.077 0.110
H 1.06698 2.13781 2.99865 -0.006 -0.092 0.005 0.120
H 0.96868 0.87807 1.74693 -0.025 -0.006 0.092 0.121
H 2.25114 3.64709 1.50391 -0.001 0.023 0.057 0.119
H 3.11980 2.10525 1.57995 0.066 0.024 -0.016 0.117
```
Positions in Å, forces in eV/Å.

As for the spin multiplicity: 1. As for the SMILES: O=C(Cn1cc2c(n1)CCCC2)NC1CCN(Cc2ccccc2)CC1. The HOMO-LUMO gap comes out at 9.26 eV. For the LUMO energy, the calculation gives 0.0291 hartree. The value obtained for the calculated total energy is -1111.3141 hartree. As for the energy relative to the best compared isomer or geometry (same formula, charge and spin): 3.1 kJ/mol. The calculation puts the HOMO energy at -8.47 eV.

---

A 10-piece molecular cluster, C31H89N7O10 overall in a non-equilibrium geometry. Source: the Open Molecules 2025 dataset; level of theory: ωB97M-V/def2-TZVPD.

```
137
Properties=species:S:1:pos:R:3:forces:R:3:lowdin_charge:R:1
C 16.53471 14.20078 -6.26903 0.045 -0.632 0.246 -0.106
O 15.70413 14.34911 -7.39479 -0.026 -0.130 -0.005 -0.196
C 16.24922 15.17616 -8.38822 -0.251 0.332 -0.183 -0.225
C 15.36067 15.09692 -9.61169 -0.164 0.150 -0.537 -0.437
C 15.28874 13.67871 -10.15986 -0.471 -0.168 0.007 -0.053
N 15.91297 15.98312 -10.65226 0.030 0.159 0.201 0.027
H 16.57385 15.10132 -5.65026 0.166 0.078 -0.145 0.087
H 17.53540 13.85782 -6.56270 0.074 0.344 -0.017 0.095
H 16.12480 13.39223 -5.65900 -0.182 0.173 0.030 0.074
H 16.26856 16.22432 -8.04651 0.227 -0.099 0.074 0.131
H 17.26261 14.86271 -8.67560 0.016 0.027 0.149 0.132
H 14.35066 15.42018 -9.32486 0.036 -0.100 0.127 0.139
H 16.25222 13.17489 -10.07807 0.014 -0.030 -0.017 0.083
H 14.98376 13.66901 -11.20892 0.118 0.157 -0.032 0.076
H 14.52090 13.10562 -9.63316 0.240 -0.042 0.161 0.061
H 16.02738 16.92525 -10.28792 0.065 -0.077 0.063 0.067
H 15.23837 16.08052 -11.40270 0.055 -0.156 -0.059 0.068
C 7.67006 11.89307 -9.15049 -0.276 0.376 0.065 -0.125
O 8.20928 11.14441 -8.09456 0.261 -0.079 -0.070 -0.187
C 9.15761 11.87566 -7.33332 -0.304 -0.087 -0.342 -0.218
C 9.79702 10.95413 -6.33330 0.450 0.310 1.107 -0.434
C 10.71039 11.77775 -5.40592 -0.219 -0.282 -1.017 -0.055
N 10.57497 9.88517 -6.94447 -0.251 -0.050 -0.019 0.065
H 7.26617 12.84941 -8.78387 0.026 -0.077 -0.045 0.088
H 6.84709 11.32608 -9.58068 0.058 -0.070 -0.044 0.086
H 8.40327 12.12594 -9.93350 0.081 -0.113 0.067 0.084
H 9.96747 12.26043 -7.97636 -0.185 0.136 -0.080 0.131
H 8.64544 12.71948 -6.85135 0.127 0.036 0.030 0.127
H 9.03645 10.52877 -5.66978 -0.165 -0.185 -0.328 0.137
H 10.15054 12.62944 -5.02140 0.167 -0.057 0.354 0.070
H 11.55353 12.14820 -5.99961 0.058 0.096 0.176 0.081
H 11.08605 11.11437 -4.63069 0.044 0.215 0.206 0.061
H 11.24856 10.30880 -7.58385 -0.052 -0.239 0.209 0.027
H 9.94803 9.30712 -7.49500 0.104 -0.020 -0.044 0.073
C 12.87578 7.37042 -1.65942 -0.148 0.323 -1.157 -0.126
O 13.22665 7.46003 -0.32069 0.214 -0.134 0.291 -0.164
C 12.53122 8.47842 0.34817 -0.806 0.714 -0.504 -0.231
C 12.73744 8.36972 1.83511 0.620 0.387 0.626 -0.431
C 12.33936 7.00253 2.35960 -0.654 -0.255 -0.276 -0.062
N 11.97116 9.44773 2.50249 -0.183 -0.650 0.422 0.055
H 11.79492 7.25853 -1.82903 0.030 -0.094 0.297 0.090
H 13.37738 6.52758 -2.12938 0.129 -0.172 0.231 0.082
H 13.17379 8.26547 -2.23544 0.031 0.015 0.212 0.074
H 12.79768 9.49198 -0.01022 0.461 -0.212 0.077 0.127
H 11.45330 8.44308 0.10181 0.058 -0.393 0.292 0.119
H 13.80648 8.50402 2.05410 -0.010 -0.066 -0.203 0.140
H 12.41624 6.92145 3.44509 0.219 0.097 -0.013 0.076
H 12.92490 6.21596 1.88806 0.146 0.050 0.084 0.076
H 11.29388 6.78779 2.10119 0.046 0.127 0.034 0.089
H 11.64558 9.03895 3.37446 -0.309 0.188 -0.095 0.062
H 12.55690 10.21158 2.81678 0.168 0.033 -0.409 0.040
C 7.33925 12.66302 -3.19938 0.013 -0.288 -0.357 -0.112
O 8.55302 13.32440 -2.94530 0.105 0.070 0.068 -0.195
C 8.84900 13.34550 -1.56167 -0.644 0.186 0.066 -0.222
C 10.23509 13.87246 -1.33018 0.612 0.204 1.005 -0.424
C 11.32208 13.00072 -1.91256 -0.307 -0.085 -0.373 -0.054
N 10.46451 13.97368 0.14270 -0.157 0.492 -0.717 0.039
H 6.50145 13.10389 -2.64866 0.042 -0.036 0.102 0.089
H 7.43115 11.59377 -2.96410 -0.167 0.078 0.172 0.086
H 7.12410 12.73962 -4.26601 0.066 0.104 0.011 0.083
H 8.12773 14.00274 -1.04308 0.033 -0.071 -0.077 0.129
H 8.70221 12.34641 -1.12374 0.282 -0.016 -0.040 0.121
H 10.33048 14.88512 -1.74231 -0.240 -0.158 -0.435 0.141
H 11.09390 12.81032 -2.96189 0.274 0.074 -0.024 0.057
H 11.35478 12.03060 -1.40981 0.050 0.075 0.166 0.077
H 12.28601 13.50186 -1.82247 0.089 -0.099 -0.055 0.071
H 9.87883 14.74725 0.45979 -0.084 -0.229 0.204 0.068
H 11.40697 14.36636 0.22484 -0.005 -0.296 0.305 0.023
C 16.48695 11.76831 0.46988 -0.003 0.000 -0.344 -0.100
O 15.70757 12.44436 1.42626 0.218 -0.017 0.153 -0.170
C 14.90124 13.42778 0.84876 -0.319 0.358 -0.575 -0.240
C 13.95446 13.97444 1.87252 -0.572 0.542 0.923 -0.431
C 12.96602 12.91969 2.36718 0.260 0.284 -0.261 -0.059
N 13.19528 15.07471 1.25629 0.103 -0.040 -0.359 0.029
H 16.87582 12.44213 -0.30507 -0.058 0.096 0.122 0.092
H 15.87918 11.00929 -0.03909 0.162 -0.100 0.056 0.080
H 17.33981 11.32409 0.97713 -0.096 -0.199 0.047 0.087
H 15.50393 14.24817 0.42732 0.099 -0.139 0.013 0.132
H 14.28358 13.04621 0.01736 0.198 -0.167 0.031 0.117
H 14.51978 14.37432 2.72760 0.181 -0.309 -0.040 0.140
H 12.24859 13.36104 3.06050 -0.011 -0.037 0.032 0.080
H 13.49860 12.11351 2.86993 0.007 -0.006 -0.026 0.064
H 12.41338 12.54815 1.50289 -0.084 -0.183 0.132 0.066
H 12.62673 15.55019 1.94584 0.039 -0.037 0.080 0.080
H 13.83166 15.76128 0.86510 -0.046 0.018 0.005 0.079
C 16.60258 4.83013 -2.70862 0.185 -0.055 -0.234 -0.099
O 16.40201 6.11261 -3.26381 -0.050 -0.049 0.062 -0.199
C 16.92796 6.23837 -4.56402 -0.236 -0.119 -0.242 -0.224
C 16.57279 7.61783 -5.08966 -0.022 0.388 0.225 -0.421
C 17.15956 8.70625 -4.20668 0.059 0.343 0.335 -0.050
N 15.11710 7.83370 -5.17524 0.001 -0.619 -0.151 0.047
H 17.63736 4.69946 -2.37099 -0.034 0.074 0.077 0.090
H 16.41058 4.04602 -3.45288 -0.156 0.039 0.079 0.087
H 15.91968 4.71932 -1.87078 0.030 -0.007 0.052 0.087
H 18.01526 6.08473 -4.57582 -0.005 -0.011 0.037 0.131
H 16.45606 5.48627 -5.21789 0.178 -0.066 0.034 0.124
H 16.97883 7.72947 -6.09887 0.024 -0.185 -0.017 0.128
H 16.58460 8.76979 -3.28014 0.026 -0.002 -0.008 0.073
H 17.12582 9.68614 -4.68483 -0.136 -0.075 -0.047 0.062
H 18.19599 8.52189 -3.91746 -0.005 -0.167 -0.140 0.084
H 14.70840 7.61072 -4.26920 0.116 0.209 0.077 0.069
H 14.72136 7.12273 -5.78945 0.017 0.144 -0.080 0.089
C 12.19589 10.62783 -9.87318 0.063 0.194 -0.363 -0.098
O 12.80230 10.89380 -8.62389 -0.042 0.061 -0.356 -0.234
C 14.13688 10.40844 -8.54395 -0.304 -0.261 -0.009 -0.197
C 14.79076 11.06106 -7.35495 0.730 0.444 0.557 -0.402
C 16.28277 10.78921 -7.32894 0.479 -1.269 -0.126 -0.048
N 14.20126 10.60491 -6.07973 -0.063 -0.027 -0.615 0.072
H 12.46833 9.64216 -10.26489 0.014 -0.010 0.096 0.095
H 12.48820 11.39102 -10.60546 0.084 -0.115 -0.008 0.090
H 11.11007 10.66865 -9.78042 0.021 0.003 0.228 0.078
H 14.08852 9.31844 -8.38903 0.165 0.029 -0.066 0.139
H 14.68552 10.59253 -9.47592 -0.064 0.199 0.040 0.125
H 14.69536 12.14968 -7.42674 -0.372 -0.094 -0.095 0.122
H 16.46962 9.71241 -7.17280 -0.191 0.137 0.048 0.068
H 16.80540 11.27960 -6.51090 -0.147 0.292 -0.052 0.066
H 16.78752 10.98803 -8.27632 -0.135 0.447 0.028 0.082
H 13.19391 10.57816 -6.22561 -0.042 -0.088 0.278 0.061
H 14.50720 9.63427 -5.91896 -0.187 0.257 0.170 0.050
C 14.09799 11.20602 -2.75337 -0.227 0.990 0.348 -0.146
O 14.50809 12.09805 -3.77754 0.121 -0.504 0.036 -0.175
H 13.91486 11.84288 -1.88422 -0.049 -0.252 0.131 0.050
H 13.14107 10.74706 -3.01735 0.124 -0.324 0.054 0.067
H 14.86359 10.48177 -2.46549 -0.032 -0.207 -0.266 0.068
H 14.44028 11.58320 -4.62033 0.116 0.192 -0.299 0.027
C 14.42280 15.45094 -3.69484 -0.213 0.299 -0.354 -0.185
O 14.99058 14.59488 -2.73766 0.109 -0.050 0.162 -0.140
H 15.07607 16.31043 -3.87794 0.038 -0.045 0.139 0.072
H 14.28175 14.95116 -4.65981 -0.064 -0.015 0.084 0.070
H 13.45013 15.84029 -3.36865 0.017 -0.055 0.007 0.072
H 14.83784 13.69026 -3.05696 0.080 -0.086 -0.044 0.016
C 9.80992 9.58500 -2.37638 -0.408 0.485 0.127 -0.158
O 9.01007 9.31773 -1.22638 0.168 -0.236 -0.150 -0.122
H 9.46012 8.97635 -3.20827 -0.075 -0.160 0.134 0.087
H 9.66514 10.63491 -2.65478 0.336 -0.049 -0.192 0.050
H 10.86800 9.37264 -2.20307 0.012 0.096 -0.019 0.051
H 9.30395 9.91475 -0.53083 -0.019 -0.041 0.080 0.068
```
Positions in Å, forces in eV/Å.

As for the spin multiplicity: 1. As for the SMILES: COC[C@H](C)N.COC[C@H](C)N.COC[C@H](C)N.COC[C@H](C)N.COC[C@H](C)N.COC[C@H](C)N.COC[C@H](C)N.CO.CO.CO. The HOMO-LUMO gap comes out at 9.62 eV. For the LUMO energy, the calculation gives 0.0216 hartree. The value obtained for the calculated total energy is -2370.0607 hartree. As for the energy relative to the best compared isomer or geometry (same formula, charge and spin): 0.0 kJ/mol. The calculation puts the HOMO energy at -9.04 eV.

---

- Among the records above, which one has the highest calculated total energy?
  C21H28N4O

---

- Which of these has the lowest calculated total energy?
  C31H89N7O10

---

- Which of these has the lowest energy relative to the best compared isomer or geometry (same formula, charge and spin)?
  C31H89N7O10